1.
56
Properties=species:S:1:pos:R:3:forces:R:3:mulliken_charge:R:1 method="wB97M-V/def2-TZVPD" lumo_energy_ev=-4.1 e_homo_ev=-11.33 orbital_gap_ha=0.2660 smiles="CC(=O)OCCCCc1nnn(P(O)Br)[n+]1CCCCCCCSc1nnco1" charge=+1 multiplicity=1
C 4.604 -1.979 1.870 -0.1 0.2 0.2 -0.79
C 6.101 -1.868 1.861 -1.0 0.6 0.1 0.65
O 6.810 -2.803 1.857 1.2 -1.4 0.0 -0.48
O 6.603 -0.602 1.901 0.2 0.5 -0.2 -0.40
C 6.529 0.104 0.657 0.0 0.2 0.1 -0.85
C 5.309 1.039 0.579 0.1 -0.4 -0.5 -0.61
C 4.400 0.723 -0.625 0.2 0.3 0.5 -1.06
C 2.940 1.168 -0.398 0.4 -0.2 -0.6 -0.16
C 1.979 0.258 -1.076 0.0 0.1 0.2 0.14
N 2.132 -1.059 -1.267 -0.1 0.0 0.0 -0.20
N 1.068 -1.489 -1.887 0.0 0.0 -0.1 -0.58
N 0.263 -0.491 -2.100 0.2 -0.5 0.5 0.69
P -1.326 -0.686 -3.054 -0.2 0.0 -0.4 0.21
O -0.629 -1.350 -4.326 -0.2 -0.1 0.2 -0.46
Br -2.094 -2.440 -2.010 -0.1 0.2 0.2 -0.03
N 0.805 0.619 -1.592 0.1 0.1 -0.1 0.20
C 0.159 1.934 -1.617 -0.3 0.3 0.2 -1.12
C -0.557 2.265 -0.293 0.1 -0.4 -0.4 -0.57
C -2.067 2.060 -0.350 0.0 0.7 0.1 -0.01
C -2.722 2.253 1.029 0.1 -0.5 0.0 -0.90
C -3.728 1.172 1.414 -0.4 0.2 0.0 -0.82
C -4.826 0.925 0.382 -0.4 -0.5 0.5 -0.20
C -5.992 0.126 1.016 0.5 0.3 -0.4 -1.07
S -6.830 -0.946 -0.191 -0.2 0.1 0.3 -0.17
C -5.869 -2.369 0.037 0.3 -0.3 -1.0 0.51
N -5.380 -3.111 -0.915 -0.2 0.5 0.6 -0.30
N -4.737 -4.167 -0.287 -0.1 0.1 0.8 -0.39
C -4.887 -3.972 0.985 0.2 -0.2 -1.0 0.03
O -5.595 -2.853 1.271 0.1 -0.3 0.0 -0.28
H 4.173 -1.159 2.436 -0.1 0.1 0.0 0.32
H 4.223 -1.967 0.851 -0.1 0.0 -0.1 0.08
H 4.328 -2.919 2.332 0.0 -0.2 0.0 0.36
H 6.539 -0.606 -0.170 0.0 -0.1 -0.1 0.46
H 7.448 0.675 0.588 0.1 0.0 0.1 0.34
H 5.672 2.058 0.498 -0.2 0.2 0.2 0.55
H 4.746 0.917 1.499 0.0 0.2 0.2 0.40
H 4.787 1.250 -1.493 0.0 -0.1 -0.3 0.35
H 4.450 -0.340 -0.830 -0.1 -0.2 -0.1 0.58
H 2.812 2.157 -0.831 -0.2 0.3 0.3 0.28
H 2.712 1.205 0.664 -0.1 0.0 0.1 0.36
H -0.343 -2.263 -4.156 0.1 0.0 -0.3 0.35
H -0.538 1.940 -2.450 -0.1 0.0 -0.1 0.53
H 0.933 2.656 -1.851 0.2 0.0 0.0 0.44
H -0.330 3.300 -0.057 0.0 0.1 0.2 0.35
H -0.135 1.636 0.491 0.1 0.1 0.2 0.46
H -2.319 1.099 -0.795 0.0 -0.3 0.1 -0.07
H -2.465 2.823 -1.019 -0.1 -0.1 -0.3 0.28
H -3.217 3.218 1.087 0.0 0.2 -0.1 0.44
H -1.941 2.263 1.790 0.1 0.1 0.1 0.44
H -3.242 0.219 1.631 0.2 -0.1 0.0 0.28
H -4.206 1.485 2.343 0.0 0.0 0.2 0.44
H -4.446 0.327 -0.443 0.1 0.1 -0.3 0.23
H -5.234 1.857 0.002 0.1 0.1 -0.2 0.31
H -5.629 -0.489 1.831 -0.1 -0.1 0.1 0.49
H -6.739 0.801 1.418 -0.2 0.0 0.1 0.50
H -4.503 -4.606 1.761 -0.1 0.1 0.3 0.45

2.
89
Properties=species:S:1:pos:R:3:forces:R:3:mulliken_charge:R:1 method="wB97M-V/def2-TZVPD" lumo_energy_ev=-0.4 e_homo_ev=-10.20 orbital_gap_ha=0.3613 e_above_lowest_ev=7.304 smiles="CCCN[C@@H](C#N)[C@@H](C#N)CP(=O)(O)O.CCOS(C)(=O)=O.CCOS(C)(=O)=O.CCOS(C)(=O)=O.CCOS(C)(=O)=O" multiplicity=1
C 5.634 -6.700 -3.870 -0.2 -0.3 -0.3 -0.93
C 4.906 -5.266 -3.547 -0.2 0.1 -0.4 -0.33
C 3.616 -4.940 -4.559 2.1 -0.5 0.2 -0.33
N 2.955 -3.697 -4.006 -1.5 -1.4 -0.9 -0.24
C 1.450 -3.706 -4.165 0.4 1.3 0.0 0.00
C 1.046 -3.680 -5.788 -4.6 1.3 -7.5 -0.15
N 0.496 -3.531 -6.975 5.4 -1.5 11.3 -0.46
C 0.675 -4.891 -3.326 -0.5 0.0 1.4 0.70
C 0.336 -4.231 -1.827 -3.3 4.8 6.8 -0.28
N -0.085 -3.600 -0.750 4.4 -6.1 -10.5 -0.52
C -0.764 -5.354 -3.962 -0.7 0.0 1.9 -0.82
P -0.692 -7.017 -4.941 -2.1 -1.7 -6.1 0.91
O -1.246 -6.880 -6.440 2.1 -0.2 6.0 -0.64
O 0.920 -7.670 -5.028 -2.0 1.9 0.2 -0.53
O -1.695 -8.241 -4.135 3.4 3.2 0.9 -0.52
H 6.824 -6.608 -3.870 -2.8 -0.2 -0.1 0.28
H 5.243 -7.086 -4.927 1.1 0.8 2.2 0.26
H 5.338 -7.540 -3.099 0.6 1.8 -1.5 0.26
H 4.500 -5.231 -2.449 0.9 -0.1 -2.0 0.29
H 5.681 -4.383 -3.696 -1.7 -1.8 0.4 0.27
H 2.915 -5.870 -4.672 1.1 1.7 0.5 -0.06
H 4.111 -4.771 -5.630 -1.3 -0.1 2.2 0.24
H 3.261 -3.466 -3.036 -0.6 -0.3 -1.1 0.29
H 1.065 -2.676 -3.698 0.7 -2.2 -1.4 0.47
H 1.364 -5.834 -3.095 -1.4 2.2 -0.7 0.35
H -1.478 -5.577 -3.031 1.5 0.4 -2.0 0.41
H -1.324 -4.500 -4.569 1.5 -2.1 0.9 0.36
H 1.386 -7.273 -5.826 -1.2 -0.6 1.1 0.35
H -1.459 -8.186 -3.146 -0.6 -0.4 -1.9 0.35
O -1.605 -0.160 4.143 -0.9 -0.5 -0.5 -0.65
S -2.803 -0.310 3.345 -0.1 -0.1 -0.5 1.20
O -3.814 -1.299 3.653 1.1 0.7 0.0 -0.63
O -2.380 -0.467 1.778 -0.6 0.9 1.1 -0.24
C -1.443 -1.473 1.422 0.6 -1.1 -0.3 -0.10
C -2.094 -2.842 1.369 -0.2 -0.4 0.4 -1.26
C -3.592 1.274 3.203 0.1 0.0 -0.2 -0.82
H -0.586 -1.468 2.104 -0.1 0.1 0.1 0.36
H -1.064 -1.219 0.427 -0.2 0.2 0.2 0.15
H -2.394 -3.173 2.368 0.0 0.1 -0.1 0.36
H -1.402 -3.584 0.961 -0.2 0.3 0.2 0.45
H -2.997 -2.820 0.751 0.2 0.0 0.0 0.30
H -2.847 2.014 2.908 -0.1 -0.2 0.0 0.21
H -4.010 1.530 4.179 0.1 -0.3 -0.1 0.36
H -4.390 1.206 2.462 0.1 0.0 0.1 0.37
O 3.442 -1.082 -1.573 0.3 0.8 0.4 -0.55
S 3.617 0.349 -1.450 -0.1 0.6 0.2 1.03
O 4.795 0.930 -0.841 -1.0 -0.9 -0.5 -0.62
O 2.295 0.985 -0.740 0.9 -0.3 -1.3 -0.16
C 1.864 0.450 0.503 -0.2 -0.4 1.3 0.13
C 2.711 0.965 1.651 0.4 0.0 0.1 -1.21
C 3.388 1.089 -3.047 -0.2 0.1 0.0 -0.91
H 1.857 -0.645 0.476 0.1 0.1 -0.2 0.31
H 0.828 0.776 0.649 0.2 0.0 -0.3 -0.09
H 3.731 0.575 1.592 -0.1 0.0 0.0 0.34
H 2.287 0.659 2.612 0.0 0.0 -0.1 0.41
H 2.781 2.057 1.624 -0.1 -0.1 0.0 0.29
H 2.467 0.703 -3.486 0.1 0.0 0.1 0.29
H 4.243 0.817 -3.670 -0.1 0.0 0.2 0.39
H 3.341 2.173 -2.931 0.0 -0.2 0.1 0.31
O 0.199 5.546 1.824 -0.9 -0.6 -0.5 -0.69
S -0.998 5.397 1.026 0.2 0.5 -0.5 1.23
O -2.009 4.407 1.335 0.9 0.4 0.1 -0.53
O -0.576 5.240 -0.540 -0.6 0.7 1.0 -0.28
C 0.362 4.234 -0.896 0.6 -1.0 -0.3 -0.46
C -0.289 2.864 -0.949 -0.2 -0.2 0.1 -0.39
C -1.788 6.980 0.885 0.0 0.0 -0.2 -0.88
H 1.218 4.239 -0.214 -0.1 0.1 0.0 0.32
H 0.741 4.488 -1.892 -0.2 0.3 0.2 0.28
H -0.590 2.534 0.049 0.0 0.1 -0.1 0.05
H 0.403 2.122 -1.357 -0.1 0.2 0.0 0.11
H -1.192 2.887 -1.568 0.1 0.1 0.0 0.35
H -1.042 7.721 0.589 -0.1 -0.2 0.0 0.35
H -2.206 7.237 1.860 0.1 -0.2 0.0 0.29
H -2.586 6.913 0.143 0.1 -0.1 0.1 0.31
O -3.423 6.911 4.251 -0.5 -0.4 0.7 -0.62
S -3.990 5.860 5.068 0.1 -0.5 0.4 1.15
O -5.265 6.009 5.737 1.1 0.3 -0.7 -0.61
O -2.880 5.381 6.161 -0.8 -0.2 -1.2 -0.25
C -2.279 6.360 6.996 0.4 0.8 0.8 -0.33
C -3.202 6.762 8.131 -0.4 0.1 0.0 -0.99
C -4.027 4.360 4.118 0.2 0.0 0.2 -0.86
H -1.965 7.231 6.412 -0.1 -0.2 -0.1 0.31
H -1.373 5.909 7.415 -0.2 -0.2 -0.3 0.28
H -4.072 7.307 7.754 0.1 -0.1 0.1 0.29
H -2.680 7.408 8.843 0.0 -0.1 -0.1 0.39
H -3.577 5.879 8.658 0.1 0.1 -0.1 0.26
H -3.047 4.208 3.662 -0.1 0.1 0.1 0.18
H -4.789 4.470 3.344 0.1 0.1 0.1 0.47
H -4.283 3.530 4.778 0.0 0.3 0.0 0.30

3.
92
Properties=species:S:1:pos:R:3:forces:R:3:mulliken_charge:R:1 method="wB97M-V/def2-TZVPD" lumo_energy_ev=1.5 e_homo_ev=-2.55 orbital_gap_ha=0.1499 e_above_lowest_ev=0.000 charge=-1 multiplicity=1
C 3.169 -3.786 0.146 0.0 -0.3 -0.1 -1.20
C 2.850 -3.819 -1.348 0.5 0.5 0.5 -0.30
S 1.674 -2.568 -1.914 -0.4 -0.2 0.0 -0.03
C 2.716 -1.076 -1.789 0.0 -0.5 0.4 -1.23
C 1.997 0.139 -2.288 0.0 0.5 -0.3 -0.31
C 2.473 0.823 -3.420 0.0 -0.1 -0.2 0.15
C 3.701 0.416 -4.212 -0.1 0.6 -0.1 -1.60
O 3.382 -0.280 -5.401 0.1 -0.5 0.1 -0.49
C 3.281 -1.667 -5.226 -0.2 0.3 -0.1 0.30
C 4.388 -2.411 -4.843 0.0 -0.5 0.2 -0.20
C 4.252 -3.791 -4.697 -0.5 0.5 -0.1 -0.75
C 3.027 -4.404 -4.952 0.1 -0.4 0.3 -0.75
C 1.930 -3.650 -5.345 0.4 0.5 -0.1 -0.77
C 2.058 -2.269 -5.485 0.3 -0.1 0.1 -0.11
C 1.796 1.958 -3.870 -0.2 -0.3 0.4 0.22
F 2.248 2.601 -4.963 0.0 0.1 -0.1 -0.38
C 0.687 2.458 -3.227 0.0 -0.2 0.2 -0.72
C 0.237 1.782 -2.104 -0.2 -0.2 0.5 1.27
C 0.855 0.631 -1.632 0.3 -0.1 -0.5 -0.42
N 0.313 -0.015 -0.501 0.2 0.6 0.2 1.22
C 0.037 0.808 0.607 0.0 -0.2 0.2 0.45
C 0.459 0.421 1.880 -0.1 0.3 0.6 0.60
C 1.153 -0.881 2.168 0.1 -0.1 -1.0 -1.79
C 0.322 -2.157 1.891 -0.3 0.3 0.6 0.18
C -1.205 -2.034 2.100 0.2 -0.6 -0.1 -0.86
C -1.964 -2.208 0.789 -0.4 0.1 0.3 0.25
C -3.474 -2.186 0.957 0.2 0.3 -0.5 -1.08
O -3.930 -0.833 0.978 0.1 -0.1 0.2 -0.15
C -4.987 -0.584 0.087 -0.2 0.2 0.2 -0.63
C 0.215 1.297 2.928 -0.3 0.0 -0.3 -0.96
C -0.451 2.519 2.777 0.3 -0.2 0.3 0.26
B -0.635 3.413 4.061 -0.1 0.1 -0.3 1.26
O -0.410 4.794 3.953 0.2 -0.4 0.7 -0.63
N -1.011 2.866 5.363 0.4 1.0 0.3 -0.32
C -1.597 3.917 6.221 0.2 -0.3 0.0 -1.19
C 0.202 2.327 6.041 -0.4 -0.2 -0.2 -1.16
C -0.927 2.874 1.502 0.3 -0.1 0.2 -0.54
C -1.710 4.156 1.299 0.2 -0.2 -0.3 -1.01
C -3.108 4.010 0.723 -0.1 -0.1 0.5 0.30
O -3.374 4.386 -0.389 -0.2 0.6 -0.6 -0.62
N -4.096 3.509 1.573 0.0 -0.6 -0.3 0.09
C -5.405 3.531 0.939 -0.5 -0.2 0.2 -0.94
C -3.773 2.152 2.097 0.0 0.8 0.2 -0.74
C -0.662 2.009 0.433 0.2 0.0 -0.3 0.75
S -1.189 2.369 -1.230 -0.1 0.1 -0.1 -0.28
H 3.379 -2.781 0.503 0.0 0.1 0.1 0.20
H 4.053 -4.400 0.318 0.1 0.0 0.1 0.49
H 2.377 -4.219 0.751 -0.2 0.1 0.0 0.25
H 3.773 -3.637 -1.893 0.0 -0.2 -0.3 0.12
H 2.478 -4.801 -1.615 -0.2 0.0 -0.3 0.64
H 3.018 -0.968 -0.745 -0.1 0.2 0.1 0.65
H 3.619 -1.268 -2.352 0.1 0.0 -0.2 0.69
H 4.420 -0.123 -3.605 0.0 -0.2 0.1 0.53
H 4.194 1.333 -4.525 0.1 0.1 -0.1 0.48
H 5.354 -1.959 -4.656 0.0 0.2 -0.1 0.45
H 5.094 -4.391 -4.387 0.1 -0.1 -0.1 0.50
H 2.958 -5.488 -4.876 -0.1 -0.1 -0.3 0.79
H 0.982 -4.123 -5.548 -0.1 -0.1 0.0 0.45
H 1.240 -1.632 -5.787 -0.1 0.0 0.0 0.45
H 0.156 3.340 -3.550 0.1 0.1 -0.2 0.56
H 0.840 -0.840 -0.253 -0.1 -0.2 -0.1 -0.96
H 2.041 -0.925 1.526 0.2 -0.1 0.1 0.11
H 1.527 -0.885 3.186 -0.1 0.1 0.2 0.48
H 0.504 -2.545 0.891 0.1 0.1 -0.2 -0.34
H 0.689 -2.915 2.580 0.2 -0.2 -0.1 0.81
H -1.498 -1.133 2.635 0.0 0.2 -0.1 0.10
H -1.509 -2.873 2.728 -0.1 0.0 0.2 0.47
H -1.684 -3.172 0.364 0.1 -0.1 -0.1 0.34
H -1.724 -1.438 0.059 0.2 0.0 -0.1 -0.14
H -3.781 -2.700 1.870 -0.1 0.0 0.1 0.32
H -3.925 -2.681 0.096 -0.1 -0.2 0.0 0.55
H -5.921 -1.022 0.450 -0.1 -0.1 -0.1 0.29
H -4.770 -0.937 -0.923 0.0 -0.2 -0.1 0.42
H -5.131 0.492 0.027 0.0 0.1 0.1 -0.04
H 0.556 1.006 3.910 0.0 -0.1 0.1 0.18
H 0.440 4.912 3.517 -0.3 0.3 -0.5 0.34
H -2.417 4.416 5.715 -0.2 -0.1 0.0 0.35
H -0.869 4.684 6.499 0.1 0.1 -0.1 0.40
H -1.945 3.457 7.144 -0.3 0.0 0.0 0.34
H 0.399 2.870 6.962 -0.1 0.2 0.1 0.41
H 0.076 1.280 6.307 0.1 -0.2 -0.1 0.28
H 1.092 2.448 5.421 0.1 -0.2 0.0 0.38
H -1.160 4.782 0.599 -0.1 0.1 -0.2 0.39
H -1.807 4.719 2.218 0.1 -0.1 0.2 0.45
H -5.458 2.890 0.057 0.1 0.1 -0.2 0.27
H -5.699 4.536 0.663 0.2 0.2 -0.1 0.32
H -6.145 3.161 1.645 0.0 0.0 0.2 0.36
H -3.106 2.240 2.947 0.1 -0.2 0.1 -0.24
H -3.321 1.535 1.324 0.0 -0.2 0.1 0.32
H -4.694 1.690 2.431 -0.1 -0.1 0.1 0.54
O 3.033 -7.125 -6.397 0.0 0.1 0.2 -1.10
H 2.752 -6.356 -6.908 0.0 -0.1 -0.1 0.16

4.
112
Properties=species:S:1:pos:R:3:forces:R:3:mulliken_charge:R:1 method="wB97M-V/def2-TZVPD" lumo_energy_ev="0.3 / 0.3" e_homo_ev="-6.92 / -6.86" orbital_gap_ha="0.2659 / 0.2633" s2=6.008 multiplicity=5
Fe -0.590 0.298 0.116 0.5 -0.2 -0.2 1.43
C 5.804 2.930 3.649 0.0 0.2 0.0 -1.72
C 4.806 3.973 3.124 0.1 0.0 0.0 2.15
C 5.388 4.622 1.861 -0.1 -0.1 0.2 -1.71
C 4.648 5.065 4.188 0.0 -0.2 -0.2 -2.23
C 3.503 3.249 2.805 0.0 0.1 0.0 -0.79
C 3.458 2.335 1.761 0.0 0.1 0.0 -0.35
C 2.304 1.631 1.498 -0.3 -0.5 -0.2 0.06
Se 2.276 0.294 0.074 0.0 0.7 -0.2 0.00
C 2.305 1.455 -1.496 -0.4 -0.5 0.4 -0.78
C 3.521 1.906 -1.970 0.1 0.1 -0.1 0.31
C 3.576 2.700 -3.101 0.1 -0.1 0.1 -0.84
C 2.367 2.989 -3.735 0.1 -0.1 0.1 -0.15
C 1.134 2.530 -3.315 -0.2 -0.1 0.1 -0.68
C 1.074 1.724 -2.140 0.9 -0.2 0.4 1.26
O -0.028 1.241 -1.654 -1.3 -0.4 0.6 -0.54
C -0.141 2.839 -4.097 -0.1 0.1 0.0 2.50
C -1.124 3.598 -3.194 0.0 -0.2 0.0 -1.48
C 0.118 3.698 -5.340 0.0 -0.2 0.2 -2.39
C -0.782 1.514 -4.533 0.0 0.1 0.1 -1.79
C 4.874 3.254 -3.670 0.1 0.1 0.0 1.98
C 6.106 2.754 -2.910 -0.2 0.1 -0.1 -1.97
C 5.023 2.825 -5.137 0.0 0.1 0.2 -1.75
C 4.828 4.786 -3.580 0.1 -0.2 0.0 -1.57
C 1.128 1.760 2.274 0.9 0.1 -0.4 1.15
O 0.074 1.071 1.947 -1.3 -0.4 -0.5 -1.41
C 1.174 2.693 3.346 -0.3 -0.2 -0.1 -0.33
C 2.345 3.397 3.567 0.2 0.0 -0.1 0.11
C -0.052 2.901 4.234 -0.1 0.0 0.0 2.28
C -0.406 1.568 4.911 0.0 0.1 -0.1 -1.78
C 0.178 3.955 5.324 0.0 -0.3 -0.2 -2.38
C -1.236 3.364 3.374 0.1 -0.2 0.1 -1.40
H 6.752 3.405 3.893 0.2 0.0 0.0 0.46
H 5.416 2.445 4.541 0.0 -0.1 0.1 0.37
H 5.983 2.162 2.902 0.1 -0.1 -0.1 0.33
H 6.325 5.124 2.098 0.1 0.1 0.0 0.49
H 5.591 3.880 1.095 0.0 -0.1 -0.2 0.27
H 4.698 5.358 1.453 -0.1 0.1 -0.1 0.36
H 5.599 5.576 4.326 0.1 0.0 0.0 0.45
H 3.913 5.808 3.888 -0.1 0.1 0.0 0.41
H 4.356 4.647 5.148 -0.1 0.0 0.1 0.41
H 4.314 2.164 1.124 0.1 0.0 0.0 0.24
H 4.412 1.608 -1.439 0.1 0.0 0.0 0.56
H 2.405 3.596 -4.624 0.0 0.1 -0.1 0.45
H -0.657 4.502 -2.803 0.0 0.1 0.0 0.27
H -2.018 3.881 -3.748 -0.1 0.1 -0.1 0.56
H -1.424 2.959 -2.370 0.0 0.0 0.1 0.14
H 0.543 4.661 -5.064 0.1 0.1 0.0 0.42
H 0.788 3.198 -6.037 0.1 0.0 -0.1 0.44
H -0.823 3.880 -5.856 -0.1 0.0 0.0 0.44
H -0.973 0.896 -3.659 0.0 -0.1 0.0 0.17
H -1.726 1.698 -5.042 -0.1 0.0 -0.1 0.46
H -0.117 0.978 -5.209 0.1 -0.1 -0.1 0.39
H 6.163 1.668 -2.936 0.0 -0.1 0.0 0.41
H 7.006 3.152 -3.376 0.1 0.0 0.0 0.45
H 6.090 3.085 -1.874 0.0 0.0 0.2 0.21
H 4.994 1.740 -5.215 0.0 -0.1 0.0 0.36
H 4.229 3.233 -5.756 -0.1 0.0 -0.1 0.31
H 5.973 3.174 -5.536 0.1 0.1 -0.1 0.48
H 4.745 5.096 -2.541 0.0 0.1 0.1 0.30
H 5.731 5.222 -4.001 0.1 0.1 -0.1 0.47
H 3.972 5.181 -4.122 -0.1 0.1 -0.1 0.30
H 2.361 4.103 4.378 0.0 0.1 0.1 0.59
H 0.410 1.239 5.554 0.0 0.0 0.1 0.39
H -1.304 1.680 5.515 -0.1 0.0 0.1 0.46
H -0.592 0.805 4.159 0.0 -0.1 0.0 0.23
H 0.996 3.670 5.982 0.1 0.0 0.1 0.45
H 0.391 4.927 4.884 0.1 0.2 0.0 0.43
H -0.721 4.050 5.930 -0.1 0.0 0.0 0.43
H -1.533 2.569 2.698 0.0 0.1 -0.1 -0.11
H -2.090 3.611 4.000 -0.1 0.1 0.2 0.62
H -0.962 4.247 2.797 0.0 0.1 0.0 0.27
C -1.038 -6.100 -1.324 -0.2 0.2 -0.1 -1.03
C -1.992 -4.986 -1.760 0.3 -0.4 -0.3 -0.76
N -2.138 -3.929 -0.780 0.0 0.5 0.1 0.23
C -3.079 -4.163 0.303 0.0 0.0 0.4 -1.07
C -2.398 -4.567 1.612 -0.1 0.1 -0.2 -0.86
C -1.410 -2.782 -0.815 0.1 -0.6 -0.7 1.08
C -0.412 -2.596 -1.922 0.0 0.2 0.1 -1.17
N -1.516 -1.812 0.018 0.0 1.6 1.0 -0.57
H -0.927 -6.820 -2.131 0.0 -0.1 0.0 0.40
H -1.421 -6.624 -0.452 0.0 -0.1 0.1 0.29
H -0.060 -5.695 -1.080 0.1 0.0 0.0 0.27
H -2.983 -5.415 -1.943 0.1 0.2 -0.1 0.37
H -1.643 -4.560 -2.701 -0.1 0.0 0.1 0.39
H -3.765 -4.951 -0.015 0.0 0.1 0.0 0.38
H -3.675 -3.257 0.460 0.0 -0.1 -0.1 0.52
H -1.924 -5.540 1.520 0.1 -0.1 0.0 0.28
H -3.135 -4.618 2.409 0.0 0.0 0.1 0.37
H -1.637 -3.840 1.884 0.1 0.0 0.1 0.26
H -0.919 -2.496 -2.880 0.0 0.0 -0.1 0.36
H 0.300 -3.417 -1.979 0.0 -0.1 0.0 0.32
H 0.127 -1.670 -1.720 0.0 -0.1 -0.1 -0.14
H -2.206 -1.937 0.752 0.0 -0.2 -0.1 0.09
N -0.601 3.458 0.254 -0.4 0.0 -0.3 0.61
C -1.928 3.395 0.047 0.8 0.3 0.2 0.27
S -2.740 1.946 0.226 0.0 -0.9 0.0 -0.65
N -2.507 4.582 -0.244 0.7 0.1 0.1 0.40
C -3.824 4.967 -0.490 -0.6 0.1 -0.1 0.75
C -4.884 4.093 -0.698 0.1 -0.2 0.0 -0.40
C -6.151 4.594 -0.936 -0.1 0.2 0.0 -0.84
C -6.386 5.958 -0.965 -0.1 0.0 0.0 -0.47
C -5.329 6.832 -0.768 0.0 0.0 0.0 -0.61
C -4.060 6.340 -0.540 0.1 -0.1 0.0 -0.43
H -0.114 2.597 0.470 0.0 0.4 0.1 -1.27
H -0.050 4.259 -0.003 0.0 0.0 0.0 0.24
H -1.865 5.367 -0.239 -0.1 -0.2 0.0 0.22
H -4.726 3.028 -0.674 0.0 0.0 0.0 0.36
H -6.960 3.896 -1.098 -0.1 0.0 0.0 0.37
H -7.383 6.336 -1.142 0.0 0.0 0.0 0.39
H -5.486 7.900 -0.787 0.0 0.1 0.0 0.37
H -3.234 7.024 -0.394 0.1 0.1 0.0 0.34

| no. | maximum force (eV/Å) | energy (eV) |
| --- | --- | --- |
| 1 | 1.88 | -124319.3427 |
| 2 | 12.91 | -109290.8146 |
| 3 | 1.11 | -75777.5804 |
| 4 | 1.91 | -164150.7999 |